Record 1
This record from the OMol25 dataset describes a molecular structure, C25H35AuIN5OP. The level of theory is ωB97M-V/def2-TZVPD.

```
69
Properties=species:S:1:pos:R:3:nbo_charge:R:1
C 2.0890 0.4870 2.9854 -0.26
N 0.9123 -0.3368 2.6605 -0.50
H -2.7723 -1.6047 1.5486 0.22
C -4.4974 -0.3331 1.4811 -0.21
C -0.9394 4.1182 -1.0067 -0.65
H -6.0997 1.0529 1.1604 0.26
H -0.0720 1.1492 -2.7191 0.22
O -0.2813 1.9324 -0.3825 -0.76
H 3.3360 1.3165 -1.4008 0.23
H -2.2049 -2.5583 -5.2227 0.26
H 2.1083 3.0363 -0.1410 0.23
H -5.1116 2.0474 -0.8711 0.25
H 2.3201 -5.5548 -0.3459 0.27
H -1.8680 4.6550 -0.8298 0.27
C -1.7424 -1.7698 -3.2892 -0.12
C 3.7286 1.0701 -0.4164 -0.42
H 3.3739 -1.4066 -0.3985 0.21
H -1.6438 -3.0549 -0.2956 0.46
H 3.9995 1.0758 2.1967 0.24
H 0.0182 0.0005 4.5681 0.22
N 2.6332 1.1175 0.5953 -0.51
C -0.7415 3.0423 0.0049 0.72
H -1.1335 -0.6886 -6.4328 0.26
H -4.9640 -0.7928 2.3421 0.26
C -0.5452 0.3388 -3.2641 -0.19
H -2.2205 -2.5979 -2.7770 0.21
C 2.0472 -4.5077 -0.3290 -0.05
C 0.3959 -2.7909 -0.2540 0.40
H 2.1064 -2.0682 2.3888 0.20
H -0.5134 1.0886 3.2843 0.17
C -0.5522 0.3469 -4.6496 -0.18
C 0.7184 -4.1411 -0.2693 -0.26
C -1.1404 -0.7255 -2.5812 -0.50
H 1.3763 -1.9290 3.9920 0.22
H 2.5765 0.1245 3.8982 0.23
H 3.2317 3.0534 1.2259 0.23
I 0.6439 5.5472 -0.8773 0.24
Au 0.7428 0.1417 -0.0237 1.25
C 3.1221 0.5094 1.8728 -0.24
H 4.2025 0.0905 -0.4398 0.21
C -0.2203 0.0611 3.5005 -0.41
H 4.0818 -3.7621 -0.4615 0.28
H 0.3761 -2.3760 2.6020 0.20
H -1.0719 -0.5859 3.3047 0.21
H 3.4604 -0.5029 1.6491 0.21
C 2.6476 -2.2042 -0.3545 0.12
C 1.2113 -1.7528 2.9236 -0.43
C -5.1395 0.7009 0.8056 -0.11
H -0.9317 3.6959 -2.0060 0.27
C -3.3640 0.8157 -0.8076 -0.15
N -0.9202 -2.3479 -0.2148 -0.93
H -1.0070 2.5680 1.9612 0.42
C -1.1439 -0.6947 -5.3511 -0.13
C -1.7411 -1.7501 -4.6737 -0.20
H -0.0707 -4.8809 -0.2523 0.26
H 1.5189 2.7104 1.5024 0.20
H -2.9447 1.2120 -1.7288 0.24
H 1.7553 1.4997 3.2083 0.21
N -1.0816 3.2833 1.2552 -0.74
C -3.2706 -0.7911 1.0350 -0.10
N 1.3493 -1.8352 -0.2616 -0.55
C 3.0319 -3.5166 -0.3905 -0.26
H -0.0891 1.1637 -5.1866 0.25
P -1.2227 -0.8102 -0.7986 1.54
H 4.5010 1.7938 -0.1517 0.24
C -2.7051 -0.2109 -0.1096 -0.55
C 2.3453 2.5681 0.8127 -0.44
C -4.5788 1.2731 -0.3357 -0.20
H -1.4155 4.1943 1.5365 0.44
```

The energy above the lowest of the compared OMol25 structures with the same formula, charge and spin is 0.00 kcal/mol. As for the total charge: +3. As for the HOMO-LUMO gap: 0.246 Eh. The value obtained for the LUMO energy is -10.5887 eV. The total energy is -2096.47535 a.u.

Record 2
This record from the OMol25 dataset describes a molecular structure, C25H35BGaN3O11P at a distorted geometry. The level of theory is ωB97M-V/def2-TZVPD.

```
77
Properties=species:S:1:pos:R:3:lowdin_charge:R:1
C 0.4054 -1.9503 3.7085 -0.27
H 0.6200 1.0731 1.5281 0.05
H -0.3632 10.7109 -3.3823 0.10
H -1.5585 -2.7877 4.5077 0.07
H -6.0900 1.1981 1.2352 0.07
H 1.6915 0.0182 3.4616 0.10
O 1.4582 -7.5850 2.9833 0.08
C -1.6274 10.0577 -1.7636 -0.08
N 1.6671 -7.3451 1.7848 -0.30
N 3.8099 4.9774 -2.6172 -0.33
H -4.2302 -0.7520 -1.3860 0.09
C 1.0742 -0.7602 2.8032 -0.30
C -3.7628 0.7642 1.5360 -0.26
H -2.9636 1.1958 2.3102 0.12
C 0.0194 0.1111 1.9013 -0.32
C -1.8415 7.6658 -1.5000 -0.14
H 2.0904 -4.9028 -0.8497 0.04
O -0.0094 -2.8847 -2.4593 -0.42
C 2.6664 -8.1162 -0.3514 0.01
H 3.5519 -8.9150 -2.1484 0.11
Ga -0.6569 -0.8360 0.1864 0.38
H 1.8508 -1.2534 2.0795 0.10
H 0.5619 -3.0419 3.2683 0.09
H -3.8837 -0.3896 1.7896 0.13
O -2.0957 5.3796 -1.1897 0.06
C -0.4469 8.5610 -3.2581 -0.06
H 0.3014 -0.4994 -1.0866 -0.03
C -0.8023 -2.8931 0.3267 -0.33
C 2.6304 4.2075 -2.2042 -0.16
H 0.9992 -1.9532 4.7441 0.10
H -0.3337 -3.3361 1.3031 0.01
O -3.2459 -0.9588 -1.4486 -0.02
H 1.0782 1.2367 -2.7974 0.10
H 3.0890 2.5020 -3.4753 0.12
C -2.1659 8.9637 -1.0833 0.00
C 1.7372 4.7529 -1.2717 -0.02
H -0.0980 -5.9174 -0.4812 0.04
C -0.7744 9.8549 -2.8499 -0.08
H -2.8316 9.1385 -0.2406 0.12
H -5.3946 1.4728 2.9887 0.07
O -3.2340 1.0207 0.1854 -0.13
H -1.8752 -1.4880 3.1800 0.06
C -1.1741 -1.7376 4.0893 -0.16
H 0.2197 8.4111 -4.1046 0.11
H -1.3228 -0.9840 5.0031 0.08
C 1.2664 2.2207 -2.3737 -0.05
H -0.7120 6.4573 -2.9142 0.12
O 4.5580 4.4756 -3.4685 0.05
H 4.2366 -11.0468 -1.0821 0.11
C 0.6042 4.0261 -0.9009 -0.07
B -2.5759 -0.1662 -0.3948 -0.53
O -0.4768 -5.3690 -1.2459 -0.27
C 3.4523 -10.5193 0.8546 -0.07
H -0.5181 2.2054 -1.1652 0.10
H 1.9056 5.7336 -0.8323 0.11
O -3.2080 6.7354 0.1287 0.06
H -1.9297 -3.2826 0.2780 0.06
O 3.9875 6.0873 -2.0935 0.04
C 2.7865 -9.5528 1.6109 0.00
H 3.7583 -11.4554 1.3168 0.11
H -0.0986 4.4436 -0.1830 0.10
H 2.3686 -7.1886 -0.8357 0.11
C 0.3697 2.7659 -1.4532 -0.05
C 2.4015 2.9393 -2.7544 0.00
P 0.1596 -3.7366 -1.1385 0.66
H -4.9555 2.7483 1.6210 0.09
C 3.7222 -10.2878 -0.4951 -0.08
O 1.8767 -3.9166 -0.7344 -0.26
C -5.1690 1.6018 1.8342 -0.11
N -2.4220 6.5118 -0.8031 -0.31
O 1.3038 -6.3133 1.2022 0.05
H -0.8880 0.5599 2.5344 0.04
C 3.3353 -9.0892 -1.0968 -0.06
C 2.3898 -8.3544 1.0015 -0.13
C -0.9769 7.4593 -2.5838 0.01
H 2.5836 -9.7483 2.6616 0.12
H -1.8756 11.0692 -1.4497 0.10
```

As for the total charge: -1. As for the HOMO-LUMO gap: 0.179 Eh. The value obtained for the LUMO energy is 0.5163 eV. The total energy is -4256.26755 a.u.

Record 3
This record from the OMol25 dataset describes a molecular structure, C25H35Br2EuN5OS3Sb at a distorted geometry. The level of theory is ωB97M-V/def2-TZVPD.

```
73
Properties=species:S:1:pos:R:3:lowdin_spin:R:1
C 1.2320 -2.3940 -1.6891 0.00
H -1.4396 1.1995 2.9586 0.00
H 1.8853 -0.1131 -2.9631 0.00
C 2.4131 -0.0523 4.1418 0.00
C 2.0899 2.0574 2.4730 0.00
H -0.8728 2.0899 -1.9940 0.00
S -3.1703 1.5070 0.2251 -0.01
H -0.3103 -2.3331 2.3509 0.00
H 3.9039 2.3453 -1.3652 0.00
H 2.5391 2.6662 -3.2708 0.00
H 2.5881 3.1137 -0.4607 0.00
H 0.9412 1.9119 -3.3910 0.00
C -2.9234 -0.0568 4.5220 0.00
H 2.0039 -2.9934 -2.1912 0.00
C -2.8354 2.4210 -4.7099 0.00
C -2.0480 0.5142 -2.8363 0.00
Sb -2.6644 3.7263 0.3773 0.00
H 0.5217 -3.0808 -1.2340 0.00
N 1.5186 0.9001 2.1225 -0.01
N 1.9843 1.4665 -1.6074 0.00
S -0.1331 3.4181 0.2242 -0.01
H -3.4241 -0.0176 2.4242 0.00
H 2.8718 -1.8194 1.1499 0.00
C 2.5872 0.2768 -2.2236 0.00
C -1.8722 -2.3545 -0.5012 0.00
N -1.6282 -0.3336 -1.7847 -0.01
H 3.2491 1.5738 0.0943 0.00
C -2.9297 0.1772 -3.8647 0.00
S -0.9187 3.5317 2.1635 0.00
H 1.1921 3.2933 -2.3035 0.00
C -2.6112 -0.3542 3.0695 0.00
H 3.5435 -0.3791 -0.4190 0.00
H -2.1608 -0.4658 5.1852 0.00
H -3.3326 -0.8217 -3.9609 0.00
C 2.3723 -2.4131 0.3853 0.00
H -2.5573 -5.4972 0.5741 0.00
C -0.8919 -2.7299 1.5274 0.00
C 1.6410 2.3839 -2.7049 0.00
C -2.4127 -3.6397 -0.4980 0.00
H -3.0286 -3.9553 -1.3304 0.00
C 1.6906 -0.1214 2.9672 0.00
H -2.9900 1.0209 4.6862 0.00
C 2.9666 -0.8094 -1.2378 0.00
N -1.1058 -1.8994 0.5100 -0.01
C -2.1565 -4.4929 0.5557 0.00
C 2.8277 2.2405 3.6290 0.00
H -2.8974 -1.8601 -2.3419 0.00
N 1.8270 -1.5353 -0.6560 0.00
H -4.0020 0.8564 -5.5880 0.00
Br 3.9879 1.3308 6.0641 0.00
C -1.9492 2.7771 -3.7049 0.00
H 3.6287 -1.5201 -1.7546 0.00
H 3.1060 -3.1160 -0.0330 0.00
H 0.7074 -1.8017 -2.4367 0.00
Eu -0.2791 0.4878 0.1801 7.02
C -2.1667 -1.4822 -1.6297 0.01
H -1.5636 3.7862 -3.6448 0.00
H 2.5160 -0.9188 4.7789 0.00
H 3.2550 3.2063 3.8565 0.00
C -1.5652 1.8211 -2.7866 0.00
H 1.2168 -1.0540 2.6918 0.00
Br -3.3777 3.7135 -5.9744 0.00
H 1.5730 -2.9934 0.8427 0.00
H -3.8862 -0.4937 4.7890 0.00
C -1.3756 -4.0246 1.6017 0.00
H 3.4990 0.5662 -2.7679 0.00
H -2.4753 -1.4227 2.9216 0.00
C 2.9891 2.1555 -0.7862 0.00
H -1.1590 -4.6400 2.4630 0.00
O -1.3841 0.2781 2.6589 0.00
C -3.3179 1.1236 -4.7948 0.00
C 2.9935 1.1603 4.4777 0.00
H 1.9538 2.8919 1.7979 0.00
```

Its expectation value of S² is 15.760. The energy above the lowest of the compared OMol25 structures with the same formula, charge and spin is 0.00 kcal/mol. As for the total charge: +1. As for the HOMO-LUMO gap (spin up / spin down): 0.212 / 0.239 Eh. Its spin multiplicity is 8. The value obtained for the LUMO energy (spin up / spin down) is -3.7001 / -3.6973 eV. The total energy is -8615.75549 a.u.